{
  "formula": "C24H28F32N4O6P",
  "method": "ωB97M-V/def2-TZVPD",
  "species": ["F", "F", "F", "C", "C", "F", "C", "H", "N", "F", "H", "H", "H", "C", "H", "C", "F", "H", "O", "F", "F", "F", "F", "C", "F", "H", "H", "O", "H", "H", "H", "H", "H", "H", "O", "F", "C", "H", "H", "H", "F", "F", "O", "H", "C", "C", "C", "C", "F", "H", "F", "F", "H", "H", "H", "C", "H", "H", "C", "C", "F", "N", "H", "C", "F", "C", "F", "C", "H", "C", "F", "C", "C", "F", "F", "C", "F", "P", "H", "F", "H", "F", "C", "N", "F", "C", "F", "O", "O", "F", "F", "C", "N", "F", "F"],
  "coordinates": [[2.6448, -8.4460, -3.9887], [-5.7230, 1.6756, 0.8921], [-0.2921, 6.6570, 4.1715], [-3.8249, 0.8461, 2.0090], [2.4628, -1.0821, 3.0457], [1.1701, 7.9505, 3.2629], [-1.5976, 3.2057, -2.7759], [3.8571, -4.6417, -0.4165], [0.0744, -0.4728, -1.5262], [2.2632, 5.9220, 4.8244], [0.8134, -2.3715, 3.4441], [2.6625, 5.8940, 2.8723], [-0.9480, -0.4382, 0.7493], [0.0826, 3.7281, -5.5711], [1.6532, -0.3814, 2.7884], [-1.9107, 3.9951, 3.3144], [5.2659, -7.6221, -0.1962], [-2.8671, 4.4367, 3.6035], [-3.6663, -0.0987, 0.9455], [3.8977, -6.6687, 1.1942], [5.0112, -5.3286, -1.8739], [-4.4391, -1.5939, 2.4213], [3.1999, -6.5055, -3.2329], [2.7835, -1.3728, 0.7873], [-6.5545, -0.2302, 2.8489], [-1.1896, 1.1509, -2.2110], [-3.5048, 0.4347, 2.9656], [3.2720, -8.3095, -1.8982], [0.8630, -3.6163, 1.5727], [-1.8629, 6.6163, 2.4830], [0.7202, -1.1501, -1.9221], [-3.0912, 1.6064, 1.7746], [5.0963, -9.1868, -3.7272], [4.1129, -1.7442, 2.1142], [0.1596, 6.4928, 1.9813], [-5.7291, -2.9902, 0.4565], [-5.2793, -1.7457, 0.1847], [-0.7317, 5.2624, -4.2269], [2.1027, -2.8775, -0.2058], [2.3589, -3.0237, 3.9695], [-0.3303, 3.8558, 1.5391], [5.7393, -4.9587, 0.1267], [-0.2961, 3.5799, -3.0670], [-4.9443, -1.7049, -0.8545], [-1.4411, 4.5281, 1.9595], [4.6578, -5.3700, -0.5798], [-6.1909, 1.0361, 3.1254], [4.9309, -8.1099, -3.6565], [-1.0209, 4.2183, 4.2964], [3.1172, -0.0542, -0.7284], [-3.0759, -2.2085, 0.8655], [0.5527, 2.4732, -5.3926], [0.9286, 4.8436, -3.9922], [2.8963, -0.7043, 3.9745], [2.2791, -6.6455, -1.1349], [-1.1589, 3.7188, -6.4652], [0.5589, 2.2390, 0.2093], [2.5187, -8.0036, -0.0907], [-5.1750, 1.5839, 2.1192], [3.0171, -7.3956, -0.8454], [5.8492, -7.5920, -2.8165], [3.4825, -0.9550, 1.9411], [2.4173, -4.2472, 2.0330], [1.8310, 5.7335, 3.5613], [-7.3160, 1.7851, 3.0862], [-1.1831, 6.0419, 1.8539], [5.1287, -7.5515, -4.8689], [-4.1296, -1.3920, 1.1328], [-5.7923, 1.0729, 4.1438], [-1.8145, 1.6988, -2.9192], [-2.4645, 3.9278, -3.5037], [-0.0505, 4.4121, -4.1973], [0.6841, 6.6978, 3.2492], [-2.4198, 4.2344, 1.0661], [-3.1154, 1.3899, -2.6900], [4.2308, -6.7687, -0.1302], [-1.5165, 1.2718, -4.1599], [0.8038, 0.1713, -0.3076], [-1.4719, 4.7374, -6.7111], [-2.0718, 2.6444, 3.2286], [-1.4499, 6.3115, 0.8324], [1.4357, 4.4438, 3.4576], [3.5082, -7.8168, -3.1747], [2.5741, -2.6593, 0.6706], [-0.8806, 3.0722, -7.6214], [1.8629, -2.4964, 3.1466], [-2.1947, 3.0726, -5.8953], [-0.0873, -0.0611, 1.0013], [0.9416, 1.7564, -0.5450], [-1.8095, 3.5459, -1.4814], [1.0509, 4.4043, -6.2487], [1.8815, -3.3070, 1.8327], [2.4055, -0.4395, -0.1153], [-6.3110, -0.9000, 0.3308], [-4.8880, 2.8625, 2.5051]],
  "atomic_forces_ev_per_a": [[0.195, -0.126, -0.209], [-0.130, -0.068, 0.077], [0.214, -0.122, 0.279], [0.543, 0.159, -0.007], [-0.972, 1.192, -0.114], [0.353, -0.063, 0.068], [0.468, 0.931, -0.309], [-0.113, -0.132, 0.044], [1.217, -0.305, 0.760], [-0.123, 0.166, -0.002], [0.275, -0.077, -0.008], [-0.074, 0.126, -0.055], [0.021, -0.102, -0.209], [0.255, -0.475, 0.567], [0.307, -0.090, 0.118], [-0.249, -0.147, 0.396], [0.118, 0.200, -0.016], [-0.029, 0.027, -0.169], [-0.700, -0.308, 0.190], [-0.222, 0.444, -0.023], [-0.140, -0.065, 0.032], [-0.166, -0.345, -0.054], [0.207, 0.091, -0.248], [1.911, 0.613, 1.369], [0.158, 0.007, -0.101], [-0.042, 0.149, -0.087], [-0.266, -0.125, 0.035], [0.716, 0.579, -0.092], [0.281, 0.466, -0.552], [0.034, -0.215, 0.224], [-0.485, -0.072, -0.545], [-0.197, 0.094, -0.247], [-0.163, -0.024, 0.022], [0.353, 0.374, 0.203], [0.082, -0.766, 0.529], [0.251, -0.060, 0.144], [-0.342, -0.221, -0.574], [-0.196, -0.174, -0.157], [0.145, -0.172, -0.087], [-0.035, -0.165, -0.448], [0.010, -0.211, 0.119], [-0.167, -0.113, 0.278], [-0.441, -0.492, -0.474], [0.163, 0.005, 0.053], [0.457, 0.342, -0.324], [0.437, 0.454, -0.017], [-0.494, 0.171, 0.481], [0.532, -0.257, -0.270], [0.035, -0.041, -0.142], [0.075, 0.568, 0.501], [-0.021, -0.176, -0.255], [-0.132, -0.041, -0.090], [0.072, -0.169, -0.068], [0.068, -0.294, -0.186], [0.210, 0.168, -0.098], [-0.268, 0.021, -0.622], [0.185, 0.452, -0.124], [0.187, -0.051, 0.070], [0.145, -0.246, -0.850], [-0.690, -0.292, 0.189], [-0.137, 0.017, 0.086], [-0.466, -1.755, -0.479], [-0.172, 0.240, -0.150], [0.548, -0.173, 0.102], [0.190, 0.165, -0.098], [-0.143, 0.609, -0.441], [-0.250, 0.043, -0.008], [0.572, 0.737, 0.497], [0.116, 0.028, -0.045], [-0.011, -0.585, 0.167], [-0.294, -0.182, 0.111], [0.339, 0.560, 0.337], [-0.861, 0.576, -0.545], [-0.197, -0.012, 0.299], [-0.064, 0.261, 0.140], [0.171, -0.913, -0.311], [0.077, 0.145, 0.028], [-2.050, -0.091, -3.106], [0.086, 0.045, 0.085], [0.229, 0.138, 0.022], [0.072, -0.181, -0.055], [-0.088, 0.051, -0.080], [-0.895, -0.056, 0.555], [-2.552, 0.946, -0.480], [0.224, 0.063, 0.090], [0.058, 0.531, 0.250], [0.110, 0.047, 0.089], [1.362, 0.579, 0.636], [0.064, -1.258, 1.531], [-0.048, -0.316, 0.155], [-0.215, 0.266, -0.111], [1.026, -1.885, 1.465], [-0.793, 0.338, -0.153], [0.136, 0.105, 0.126], [0.031, -0.076, 0.378]],
  "charge": 1,
  "homo_energy_ev": -12.8
}

---

{
  "formula": "C24H28F3I2N7OSTb",
  "method": "ωB97M-V/def2-TZVPD",
  "species": ["H", "H", "H", "H", "H", "C", "H", "C", "C", "H", "C", "C", "H", "H", "H", "H", "C", "N", "N", "C", "H", "N", "C", "H", "C", "I", "H", "H", "H", "C", "H", "C", "H", "H", "C", "C", "N", "C", "C", "S", "C", "C", "H", "N", "H", "C", "F", "C", "F", "C", "N", "F", "H", "Tb", "C", "I", "H", "H", "C", "H", "O", "N", "H", "H", "H", "C", "C"],
  "coordinates": [[-3.5623, -0.8269, 2.2226], [1.6053, -2.7101, -2.5439], [7.0957, -1.0389, -0.2153], [-2.8209, 4.7262, -0.9484], [4.9009, -3.2142, 3.5129], [0.0894, -4.0986, -1.7739], [-4.3556, 2.6903, -1.3686], [2.8680, -2.5809, 3.4416], [-2.9450, 4.2450, -1.9178], [-2.8818, 5.0299, -2.6733], [0.8194, -2.8116, -1.7944], [4.1668, -2.6044, 3.0075], [-4.5376, 3.2735, -3.0206], [-1.7578, 1.6195, -5.0988], [-1.3808, 1.4134, 5.0174], [-1.6868, -3.9794, 1.0914], [-4.3164, 3.5743, -2.0008], [2.2417, -1.0431, 1.7188], [-0.6400, 1.7787, 4.4405], [4.5517, -1.8209, 1.9026], [0.8861, -1.8290, 3.0350], [-1.1681, 0.2972, 2.7800], [6.1156, -1.0122, 0.2393], [-2.8531, -2.3106, 2.8801], [3.8642, -0.0491, 0.2799], [5.4876, 1.0741, -1.9335], [-3.6107, -2.3168, 1.2876], [-3.1522, 1.7756, -4.0321], [-1.1919, -5.4064, -0.7775], [1.9312, -1.8142, 2.7421], [0.0087, 1.6786, -2.2198], [-1.2786, 2.6388, -1.1356], [-5.0866, 4.2687, -1.6765], [-0.3899, 3.0501, -3.6170], [-3.0022, -1.7282, 1.9702], [5.1443, -0.1661, -0.2737], [-0.3206, 1.7731, -1.2532], [5.8406, -1.7935, 1.3401], [-0.8022, -4.3999, -0.8061], [0.9652, 1.8694, 2.3766], [-1.2452, -3.5225, 0.2176], [-1.7612, 2.9073, 0.2620], [-0.0545, 2.5087, 4.8089], [-1.8492, 3.3184, -2.1426], [-1.9567, 0.0269, 3.3669], [-1.2500, -2.1553, 0.1432], [1.4166, -2.4784, -0.5390], [-1.4813, 3.0601, -3.5283], [-0.5583, -1.3985, -3.1799], [-0.3256, 1.2747, 3.2387], [-1.0377, -1.4369, -0.9953], [1.4530, -0.3016, -2.0439], [2.5570, -3.1540, 4.2995], [1.0861, 0.1529, -0.1326], [-2.0660, 1.7541, -4.0656], [7.4113, -2.9448, 2.1735], [0.3111, -4.8007, -2.5638], [-1.8489, 3.8963, -4.1261], [-1.7058, -1.3661, 1.3074], [-1.2780, 2.1906, 0.9194], [3.0237, 0.8534, -0.0754], [-0.9144, -0.4163, 1.6566], [-1.7204, 0.9007, -3.4872], [-2.8396, 2.8129, 0.3466], [-1.4606, 3.9051, 0.5758], [-0.2879, -1.8113, -1.9605], [3.5411, -0.9972, 1.3190]],
  "atomic_forces_ev_per_a": [[-0.037, 0.030, 0.056], [-0.289, -0.058, 0.059], [0.018, 0.028, 0.014], [0.019, 0.008, -0.093], [0.060, -0.029, 0.001], [0.143, -0.061, 0.190], [-0.032, -0.080, 0.067], [0.207, -0.023, -0.095], [-0.447, 0.088, 0.156], [0.084, 0.002, 0.098], [0.011, 0.461, 0.061], [-0.271, 0.043, 0.120], [-0.067, -0.053, -0.087], [0.025, -0.074, -0.103], [0.068, 0.026, -0.007], [-0.038, 0.016, 0.127], [0.186, 0.177, -0.016], [0.163, -0.334, 0.471], [-0.224, -0.195, 0.071], [-0.370, 0.208, -0.242], [0.009, -0.011, -0.019], [-0.739, 0.013, 0.717], [0.198, -0.492, 0.471], [0.023, -0.023, 0.099], [2.020, -1.116, 0.599], [0.225, -0.241, 0.260], [0.022, 0.008, 0.054], [-0.063, -0.023, -0.010], [-0.075, -0.127, -0.056], [-0.202, 0.274, -0.272], [-0.164, -0.055, 0.280], [-0.183, 0.173, 0.435], [-0.119, 0.052, 0.006], [-0.074, 0.094, -0.029], [0.083, 0.074, 0.031], [-1.030, 0.788, -0.446], [0.392, 0.011, -0.662], [0.717, -0.149, -0.095], [0.265, -0.100, -0.258], [0.061, 0.043, -0.012], [-0.096, 0.744, 0.257], [0.043, -0.167, -0.045], [-0.013, -0.004, -0.006], [0.264, 0.003, -0.036], [0.253, 0.012, -0.249], [-0.186, -0.967, -0.123], [-0.155, -0.438, -0.392], [0.030, -0.295, -0.211], [0.149, -0.067, 0.269], [0.215, 0.159, -0.401], [0.197, 0.265, -0.737], [0.320, -0.197, -1.423], [-0.041, -0.094, 0.062], [-1.926, 0.486, 1.279], [0.111, 0.171, 0.049], [-0.339, 0.242, -0.235], [0.004, -0.073, -0.018], [0.131, -0.028, 0.095], [0.070, 0.391, 0.421], [-0.088, 0.116, -0.032], [0.248, 1.089, -0.059], [0.172, -0.370, -0.488], [-0.005, -0.079, 0.011], [-0.119, 0.065, 0.019], [-0.040, 0.079, 0.059], [-0.359, -0.447, 0.046], [0.585, 0.034, -0.051]],
  "s_squared": 12.607,
  "charge": 1,
  "spin_multiplicity": 7,
  "de_lowest_ev": 2.224,
  "homo_energy_ev": [-9.6, -9.6]
}

---

{
  "formula": "C24H28GeN6NiO7P3",
  "method": "ωB97M-V/def2-TZVPD",
  "species": ["H", "H", "C", "C", "C", "C", "H", "H", "P", "H", "C", "H", "H", "C", "H", "H", "H", "H", "N", "O", "C", "C", "H", "H", "N", "Ge", "H", "H", "N", "C", "O", "C", "O", "H", "H", "N", "P", "H", "H", "C", "C", "C", "H", "C", "C", "P", "O", "H", "C", "C", "H", "C", "H", "C", "C", "H", "C", "H", "H", "H", "Ni", "O", "N", "N", "H", "C", "C", "O", "O", "C"],
  "coordinates": [[-2.8213, -5.4511, -2.2060], [-4.2027, -1.2454, -4.6633], [5.4802, -1.5741, 2.3107], [-0.6838, -1.0235, -4.9270], [0.1685, -0.2608, -5.7463], [-6.0289, 2.3056, -1.4139], [0.7169, 1.7865, -6.3299], [-6.1082, 1.1487, 0.2988], [-2.0987, -3.3553, -2.5487], [-0.7465, -0.0153, 6.2583], [1.9335, 4.2610, 3.2103], [-0.1383, 2.7063, -4.0130], [-1.7764, 1.4401, -2.8849], [-1.2396, 0.9736, -3.7155], [5.1485, -0.9061, 5.4695], [1.9967, 2.6048, -1.1232], [-6.7871, 2.9806, -0.9774], [2.1638, 4.8893, 0.4269], [0.2559, -0.5462, 2.1595], [-3.0864, -2.1406, -2.1597], [-5.6260, 1.2318, -0.6392], [0.1545, -0.4610, 5.8097], [4.7073, -2.1520, 0.3219], [-5.7663, 3.5044, -3.1601], [1.8784, 3.4126, 2.0195], [-3.3149, -0.9565, -3.4412], [6.5499, -0.4337, 4.4645], [-4.1003, -0.3290, -0.4285], [1.8585, 1.5735, 0.7697], [4.5953, -1.6795, 1.2846], [-0.8699, -3.0659, -1.6499], [5.4929, -0.3616, 4.5663], [-2.7598, -4.5847, -1.7754], [-4.5545, 1.6152, -4.3000], [-0.6997, -2.0950, -4.9296], [3.4167, -1.0379, 1.5862], [2.2949, 0.8346, 3.4385], [2.9365, 4.4375, 3.4983], [5.2311, 0.6694, 4.7128], [1.9625, 2.7277, -0.0620], [-5.5255, 2.5460, -2.6849], [-4.2137, 0.4699, -2.4596], [1.3611, 3.7852, 4.0304], [0.7598, -0.1483, 3.3352], [1.8887, 2.0188, 1.9658], [0.8635, -2.9677, -1.5469], [1.1286, -1.9081, -0.4595], [0.9295, 0.3089, 6.0391], [0.2237, 1.1290, -5.6077], [3.5204, -0.5394, 2.8285], [-1.4308, -1.7305, 1.6311], [-0.9954, -1.4620, 3.7621], [0.6968, -0.8231, -6.5591], [-0.3352, 1.7113, -4.4613], [-4.7195, 1.5659, -3.2214], [-1.7893, -2.0030, 4.3325], [-4.5940, 0.3844, -1.0822], [1.4047, 5.1794, 3.0822], [0.4648, -1.3815, 6.3398], [6.5069, -1.9542, 2.4418], [1.7058, -0.4204, 0.7899], [1.5686, -2.8470, -2.8184], [-0.0235, -0.6659, 4.3449], [4.8323, -0.8711, 3.3417], [1.4137, -5.0940, -1.2022], [2.0458, 3.8464, 0.7187], [-1.5669, -0.3380, -4.0551], [-1.9534, -3.4585, -4.0372], [1.0809, -4.3473, -0.7151], [-0.7815, -1.4130, 2.4155]],
  "atomic_forces_ev_per_a": [[0.127, 0.566, -0.169], [0.042, -0.446, 0.272], [-0.423, 0.483, 1.587], [-0.352, 1.491, 0.121], [-0.289, -0.786, -0.498], [-0.751, 0.678, 0.433], [0.184, -0.498, 0.258], [-0.051, -0.380, 1.003], [-1.402, 0.552, -1.307], [0.056, -0.589, -0.337], [-1.222, -1.254, 0.583], [0.100, -0.384, -1.211], [0.151, 0.050, -0.315], [-0.537, -0.082, -0.036], [0.288, 0.099, -0.658], [-0.026, 0.131, -0.291], [0.506, -0.317, -0.362], [-0.228, -0.406, 0.280], [0.882, -0.398, 0.971], [0.714, -2.362, 0.576], [1.135, 0.045, -0.817], [0.440, 0.680, 0.297], [0.106, -0.067, 0.095], [-0.009, -0.721, -0.254], [0.989, -1.017, 0.019], [0.469, 1.777, -0.850], [0.719, -0.212, -0.161], [-0.394, -0.172, -0.132], [0.616, 1.489, -2.378], [-0.645, 0.015, -0.678], [2.930, 0.616, 0.387], [-1.536, -0.703, 0.330], [-0.026, -0.184, -0.158], [0.445, -0.051, 0.240], [-0.103, -0.197, -0.557], [0.614, 0.456, 1.747], [0.130, 0.090, 0.612], [0.974, 0.218, 0.368], [-0.111, 0.525, -0.074], [0.068, -1.130, 0.487], [-0.200, 0.327, 0.862], [-1.023, 0.932, 0.623], [0.593, -0.064, -0.408], [-1.398, -0.677, 0.151], [0.419, 0.632, 3.272], [-1.061, -0.076, 1.632], [-0.403, 0.183, -0.228], [-0.336, -0.650, -0.712], [0.474, 0.487, 0.388], [1.953, 0.568, -0.208], [0.021, -0.556, -0.360], [-0.228, -0.187, 0.542], [-0.339, 0.892, 0.831], [-0.061, 0.190, 0.678], [0.396, -0.965, -0.373], [1.047, 0.755, -0.513], [-0.264, 0.471, -1.421], [-0.156, 0.666, -0.653], [-0.418, 0.362, -0.524], [-0.879, 0.264, -0.132], [-1.148, -1.906, -2.993], [-0.443, -0.276, -0.092], [0.764, 0.155, 0.511], [-1.553, 0.733, -1.726], [0.149, -0.282, -0.604], [-0.765, -0.858, -0.209], [0.720, -0.503, 0.044], [-0.082, -0.447, 2.119], [-0.205, 1.028, -0.012], [-0.155, 1.193, 0.094]],
  "s_squared": 2.005,
  "charge": 1,
  "spin_multiplicity": 3,
  "de_lowest_ev": 0.875,
  "homo_energy_ev": [-10.1, -10.1]
}

---

no.,E (eV),F_max (eV/Å)
1,-139829.7096,3.72
2,-95441.0092,2.38
3,-174041.1398,3.73